No. 1
{
  "formula": "C5H12NO",
  "method": "ωB97M-V/def2-TZVPD",
  "molar_mass_da": 102.157,
  "homo_ev": -14.87,
  "total_charge": 1,
  "smiles": "CC(C)[C@H]([NH3+])C=O",
  "relative_energy_kj_mol": 222.3,
  "e_tot_ev": -8908.325,
  "gap_ev": 11.277,
  "lumo_energy_ev": -3.59,
  "species": ["C", "C", "C", "C", "N", "C", "O", "H", "H", "H", "H", "H", "H", "H", "H", "H", "H", "H", "H"],
  "positions_angstrom": [[-1.00254, -1.05619, -1.22256], [-0.61567, 0.08473, -0.34045], [-1.61415, 0.17606, 0.79653], [0.73939, -0.08394, 0.35182], [1.03657, 1.22544, 0.93317], [1.91874, -0.38579, -0.62275], [2.56602, 0.57022, -0.94794], [-1.58360, -0.73762, -2.07859], [-1.63643, -1.92086, -0.59875], [-0.15488, -1.49277, -1.67229], [-0.49560, 0.99109, -1.06896], [-2.61786, 0.22932, 0.43726], [-1.64902, 1.12048, 1.43099], [-1.61514, -0.79732, 1.44069], [0.93675, -1.09068, 1.03954], [1.30261, 1.12832, 1.93192], [2.03179, 1.67506, 0.47875], [0.23744, 1.84804, 0.75654], [2.21556, -1.48358, -1.04495]],
  "lowdin_charge": [-0.0654, -0.4317, -0.0895, -0.2931, 0.1695, -0.1792, 0.0597, 0.0907, 0.1675, 0.0466, 0.1934, 0.0751, 0.1021, 0.1354, 0.2299, 0.1855, 0.2551, 0.1516, 0.1969]
}

No. 2
{
  "formula": "C5H12NO",
  "method": "ωB97M-V/def2-TZVPD",
  "molar_mass_da": 102.157,
  "homo_ev": -11.83,
  "total_charge": 1,
  "relative_energy_kj_mol": 531.2,
  "e_tot_ev": -8905.124,
  "gap_ev": 4.120,
  "lumo_energy_ev": -7.71,
  "species": ["C", "O", "C", "C", "C", "C", "N", "H", "H", "H", "H", "H", "H", "H", "H", "H", "H", "H", "H"],
  "positions_angstrom": [[-0.41325, -0.52484, -1.38098], [-1.08534, -1.17131, -0.13442], [0.98494, -0.46187, -1.11494], [1.59584, 0.23478, 0.01667], [1.52918, 1.71809, -0.04822], [2.44705, 2.67935, 0.11469], [-3.67387, -1.66350, 2.03463], [-0.89927, -1.10498, -2.25392], [-0.79448, 0.46471, -1.42395], [-0.75631, -2.09596, -0.05592], [1.60816, -0.82332, -2.00432], [2.66279, -0.04077, 0.21813], [0.96629, -0.09966, 0.80476], [0.56857, 2.08503, -0.34060], [3.50135, 2.47005, 0.56403], [2.22236, 3.74950, -0.29052], [-3.33616, -1.92553, 1.09589], [-4.61738, -1.17791, 2.13683], [-3.58867, -2.35919, 2.85924]],
  "lowdin_charge": [-0.1081, -0.0473, 0.1789, -0.1431, -0.1837, 0.0503, -0.0500, 0.1808, 0.1413, 0.1133, 0.1889, 0.1642, 0.1306, 0.0952, 0.1111, 0.1179, -0.0197, 0.0339, 0.0453]
}